DFT (ωB97M-V/def2-TZVPD) results for a single C4H6O2 molecule.

* maximum force: 0.64 eV/A
* HOMO: -8.17 eV
* ΔE to the lowest compared entry with this formula, charge and spin: 99.0 kcal per mole
* charge: 0
* frontier orbital gap: 8.83 eV

Cartesian coordinates (Å):
O  -1.8231  0.8849  -0.2555
C  -1.4125  -0.4109  -0.1507
C  0.9175  0.2396  -0.6293
C  -0.1355  -0.7531  -0.2921
C  1.4570  0.0380  1.6532
O  1.7792  0.5694  0.5100
H  -2.7796  0.9185  -0.3576
H  -2.1763  -1.1465  0.0957
H  1.5988  -0.1224  -1.4054
H  0.4863  1.1869  -0.9592
H  0.1627  -1.7755  -0.0901
H  2.2449  0.4585  2.3247


DFT (ωB97M-V/def2-TZVPD) results for a molecular structure, C20H20ClHgPS.

* maximum force: 0.58 eV/A
* HOMO (alpha / beta): -10.97 / -11.34 eV
* spin multiplicity: 2
* charge: +1
* frontier orbital gap (alpha / beta): 8.24 / 5.69 eV

Cartesian coordinates (Å):
Hg  0.6805  0.5932  1.1100
Cl  -0.6954  -1.5653  -1.0924
C  0.6960  -2.5160  -1.5236
C  0.5100  -3.8535  -1.8161
C  1.6081  -4.6361  -2.1401
C  2.8797  -4.0846  -2.1739
C  3.0610  -2.7436  -1.8785
C  1.9683  -1.9315  -1.5657
P  2.1984  -0.2040  -1.1111
C  1.4156  0.8118  -2.3763
C  1.2699  2.1747  -2.1187
C  0.8140  3.0239  -3.1151
C  0.4741  2.5096  -4.3603
C  0.5786  1.1471  -4.6061
C  1.0532  0.2950  -3.6184
C  3.9558  0.1466  -1.2414
C  4.7873  -0.2458  -0.1899
C  6.1575  -0.0655  -0.2865
C  6.6978  0.5194  -1.4251
C  5.8712  0.9302  -2.4619
C  4.4970  0.7560  -2.3728
H  -0.4841  -4.2787  -1.7797
H  1.4658  -5.6860  -2.3619
H  3.7322  -4.6991  -2.4295
H  4.0527  -2.3126  -1.9064
H  1.5315  2.5742  -1.1448
H  0.7370  4.0871  -2.9248
H  0.1293  3.1736  -5.1427
H  0.3077  0.7477  -5.5753
H  1.1543  -0.7649  -3.8192
H  4.3607  -0.6913  0.7025
H  6.8021  -0.3778  0.5247
H  7.7683  0.6628  -1.5009
H  6.2960  1.3848  -3.3474
H  3.8565  1.0807  -3.1823
C  -2.4938  2.1274  -2.1505
S  -1.9080  1.7589  -0.4837
C  -1.7285  3.4362  0.1594
H  -2.0203  3.0368  -2.5167
H  -3.5750  2.2486  -2.1406
H  -2.2248  1.2944  -2.7983
H  -2.6996  3.9231  0.2284
H  -1.0668  4.0165  -0.4839
H  -1.2950  3.3668  1.1562


DFT (ωB97M-V/def2-TZVPD) results for 8 unconnected molecules or ions with the total composition C11H36ClN19O8P in a non-equilibrium geometry.

* maximum force: 9.38 eV/A
* HOMO: -10.72 eV
* ΔE to the lowest compared entry with this formula, charge and spin: 119.9 kcal per mole
* charge: +1
* frontier orbital gap: 6.68 eV

Cartesian coordinates (Å):
N  4.6724  -0.2653  -1.0871
P  4.4398  -1.8946  -1.0073
C  2.5531  -2.1447  -0.8082
N  1.9498  -3.3756  -1.4730
C  0.4728  -3.1371  -1.1058
N  -0.5290  -4.0111  -1.5402
N  0.3377  -1.8527  -0.2819
C  -0.9700  -1.2333  0.2547
C  -1.6578  -0.5006  -1.0823
O  -2.0909  -1.2968  -2.0674
Cl  -1.7535  1.3496  -1.1830
N  1.5695  -1.2441  -0.0915
H  5.3212  0.0117  -0.3160
H  4.8567  -2.4328  -2.2812
H  5.1738  -2.4880  0.1072
H  -0.7373  -4.1072  -2.5757
H  -1.0696  -4.5002  -0.7896
H  -0.7089  -0.4124  1.0812
H  -1.6737  -2.0310  0.7443
H  1.7727  -0.3450  0.4081
C  0.1389  -0.7258  4.1997
O  -0.4989  -0.1188  3.3540
N  0.2929  -0.2743  5.4576
N  0.7450  -1.9004  3.9495
H  0.8143  -0.7600  6.1678
H  -0.1476  0.6068  5.6878
H  0.6538  -2.2756  3.0144
H  1.2745  -2.4151  4.6328
C  -2.5671  3.1167  3.6692
O  -1.8025  3.2846  4.6061
N  -2.4093  2.1290  2.7696
N  -3.6356  3.9046  3.4522
H  -3.0283  1.9748  1.9917
H  -1.6170  1.5129  2.8964
H  -3.7908  4.6606  4.1064
H  -4.2765  3.7822  2.6864
C  -3.8467  4.1838  -4.4716
O  -4.4845  4.7909  -5.3173
N  -3.6927  4.6353  -3.2138
N  -3.2406  3.0092  -4.7218
H  -3.1713  4.1497  -2.5035
H  -4.1332  5.5164  -2.9835
H  -3.3318  2.6340  -5.6569
H  -2.7111  2.4946  -4.0386
C  7.7625  1.3518  1.4210
O  6.6931  0.7862  1.5856
N  8.8711  0.7075  1.0141
N  7.9281  2.6700  1.6319
H  9.7605  1.1560  0.8729
H  8.7898  -0.2864  0.8439
H  7.1181  3.1926  1.9392
H  8.8006  3.1537  1.5019
C  -7.8375  1.9980  -5.7790
O  -8.9069  1.4324  -5.6144
N  -6.7289  1.3536  -6.1859
N  -7.6719  3.3162  -5.5681
H  -5.8395  1.8021  -6.3271
H  -6.8102  0.3598  -6.3561
H  -8.4819  3.8387  -5.2608
H  -6.7994  3.7998  -5.6981
C  -0.4317  -4.3371  -5.6305
O  -0.4906  -4.0358  -4.4488
N  -0.2163  -3.4320  -6.6021
N  -0.5772  -5.6013  -6.0668
H  -0.1645  -3.6609  -7.5804
H  -0.1014  -2.4683  -6.3165
H  -0.7412  -6.3138  -5.3676
H  -0.5320  -5.8690  -7.0356
C  2.7103  -1.0988  8.3750
O  2.2789  -1.6512  7.3753
N  2.3307  0.1380  8.7437
N  3.6041  -1.6773  9.1972
H  2.6747  0.6093  9.5633
H  1.6589  0.6091  8.1520
H  3.9163  -2.6089  8.9558
H  3.9710  -1.2385  10.0248


DFT (ωB97M-V/def2-TZVPD) results for a molecular structure, C4H8O3.

* maximum force: 0.63 eV/A
* HOMO: -9.62 eV
* ΔE to the lowest compared entry with this formula, charge and spin: 43.7 kcal per mole
* charge: 0
* frontier orbital gap: 10.28 eV

Cartesian coordinates (Å):
O  0.5169  -1.0767  -0.2239
C  1.4244  -1.2963  0.8963
C  1.6751  0.2121  0.9917
C  0.8681  0.2371  -0.2849
O  0.6284  1.0326  -1.1443
C  -2.2158  0.4344  -0.5980
O  -2.0050  0.8447  -1.9249
H  -1.5744  -0.4059  -0.3061
H  2.2711  -1.8819  0.5371
H  0.9324  -1.7856  1.7381
H  2.6910  0.5892  0.8840
H  1.1636  0.7046  1.8229
H  -3.2480  0.0899  -0.5183
H  -2.0659  1.2510  0.1299
H  -1.0618  1.0509  -1.9995


DFT (ωB97M-V/def2-TZVPD) results for a molecular structure, C3F2I4O in a non-equilibrium geometry.

* maximum force: 3.39 eV/A
* HOMO: -9.57 eV
* ΔE to the lowest compared entry with this formula, charge and spin: 0.0 kcal per mole
* charge: 0
* frontier orbital gap: 8.16 eV

Cartesian coordinates (Å):
C  0.1750  -0.5888  -0.3942
C  0.7190  0.9626  0.5247
C  -1.1459  -1.3089  -0.1808
O  1.0248  -0.9357  -1.1369
F  -0.3586  1.3594  1.1736
F  1.6927  0.8331  1.4509
I  1.5576  2.3894  -0.9079
I  -1.0966  -3.1615  -1.0707
I  -1.4115  -1.6209  1.9161
I  -2.7061  0.0362  -1.1114


DFT (ωB97M-V/def2-TZVPD) results for a molecular structure, C22H23N4O4S2V in a non-equilibrium geometry.

* maximum force: 1.67 eV/A
* HOMO (alpha / beta): -3.25 / -4.47 eV
* spin multiplicity: 4
* ΔE to the lowest compared entry with this formula, charge and spin: 0.0 kcal per mole
* charge: -1
* frontier orbital gap (alpha / beta): 5.92 / 7.13 eV

Cartesian coordinates (Å):
V  0.4072  -0.5232  0.2739
C  -2.0241  1.6413  0.4684
N  -1.4158  0.7293  -0.5181
C  -2.4499  -0.2812  -0.8608
C  -1.8978  -1.6779  -1.0880
N  -1.0228  -2.0951  0.0229
C  -0.3165  -3.3321  -0.3776
C  -1.7831  -2.3401  1.2507
C  -2.7713  -3.3203  1.2713
C  -3.4907  -3.6106  2.4164
C  -3.2094  -2.9099  3.5854
C  -2.2342  -1.9350  3.5824
C  -1.5017  -1.6134  2.4229
S  -0.3249  -0.3371  2.5013
C  -0.9185  1.4594  -1.6795
C  -1.5274  2.6474  -2.0762
C  -1.0264  3.4272  -3.1071
C  0.1111  3.0053  -3.7814
C  0.6991  1.8040  -3.4347
C  0.2063  0.9953  -2.3955
S  1.0113  -0.5089  -2.0605
H  -3.0061  2.0054  0.1392
H  -1.3831  2.5002  0.6501
H  -2.1401  1.1081  1.4079
H  -3.0123  0.0331  -1.7466
H  -3.1519  -0.3313  -0.0255
H  -1.3019  -1.6951  -1.9979
H  -2.7455  -2.3659  -1.2112
H  -1.0183  -4.1438  -0.6013
H  0.3482  -3.6409  0.4235
H  0.2831  -3.1265  -1.2629
H  -2.9908  -3.8840  0.3707
H  -4.2558  -4.3768  2.4050
H  -3.7539  -3.1275  4.4972
H  -1.9977  -1.3847  4.4840
H  -2.4159  2.9968  -1.5652
H  -1.5222  4.3526  -3.3731
H  0.5389  3.6134  -4.5700
H  1.5799  1.4538  -3.9577
C  1.5329  3.3263  0.1731
C  2.3775  2.1193  0.3734
N  1.9817  0.8732  0.5243
C  3.1210  0.1210  0.6835
C  4.2215  0.9283  0.6397
N  3.7276  2.1910  0.4455
C  5.6665  0.6679  0.7120
O  6.0100  -0.5759  0.9241
O  6.4606  1.5819  0.5864
C  3.0012  -1.3429  0.8607
O  4.0380  -2.0171  1.0665
O  1.8266  -1.7871  0.7930
H  0.5107  3.0287  -0.0329
H  1.8997  3.9103  -0.6721
H  1.5497  3.9527  1.0673
H  4.3244  2.9947  0.3370
H  5.1755  -1.1833  1.0360


DFT (ωB97M-V/def2-TZVPD) results for a molecular structure, C26H30N2O4P2SeTi.

* maximum force: 0.68 eV/A
* HOMO (alpha / beta): -3.91 / -4.13 eV
* spin multiplicity: 2
* ΔE to the lowest compared entry with this formula, charge and spin: 2.1 kcal per mole
* charge: -1
* frontier orbital gap (alpha / beta): 6.61 / 6.83 eV

Cartesian coordinates (Å):
Ti  -0.2848  0.7354  1.3238
O  -2.6577  -2.3654  1.4160
C  -1.6099  -2.0294  0.8940
O  -0.6936  -1.2879  1.4075
C  -1.2503  -2.5230  -0.5027
C  -2.0664  -3.4895  -1.0785
C  -1.7916  -4.0074  -2.3320
C  -0.6812  -3.5440  -3.0256
C  0.1304  -2.5693  -2.4648
C  -0.1362  -2.0372  -1.2037
P  0.9619  -0.7669  -0.4173
C  2.1426  -1.9092  0.3885
C  2.2640  -1.9581  1.7725
C  3.1357  -2.8686  2.3625
C  3.8895  -3.7265  1.5817
C  3.7729  -3.6824  0.1991
C  2.9017  -2.7830  -0.3927
C  1.9500  -0.1134  -1.8126
C  1.3239  0.3076  -2.9884
C  2.0267  1.0005  -3.9605
C  3.3671  1.3066  -3.7666
C  3.9935  0.9159  -2.5939
C  3.2923  0.2132  -1.6221
H  -2.9230  -3.8164  -0.5030
H  -2.4331  -4.7643  -2.7659
H  -0.4427  -3.9370  -4.0067
H  0.9866  -2.2238  -3.0289
H  1.7007  -1.2723  2.3867
H  3.2195  -2.8917  3.4418
H  4.5672  -4.4300  2.0508
H  4.3572  -4.3506  -0.4222
H  2.8192  -2.7636  -1.4721
H  0.2720  0.1010  -3.1442
H  1.5210  1.3120  -4.8666
H  3.9161  1.8572  -4.5205
H  5.0331  1.1658  -2.4217
H  3.7856  -0.0626  -0.6989
C  -3.1150  1.2839  4.7588
C  -2.4481  1.1944  3.4231
N  -1.1713  1.1050  3.2974
O  -0.4418  1.0926  4.4654
C  -3.2183  1.2416  2.1867
C  -4.6806  1.5348  2.1309
N  -2.5216  1.0352  1.0959
O  -3.0986  1.1248  -0.0502
H  -2.6385  0.6132  5.4712
H  -4.1708  1.0359  4.6794
H  -3.0260  2.2967  5.1601
H  0.4692  1.2256  4.1155
H  -4.9817  2.2667  2.8834
H  -5.2844  0.6333  2.2780
H  -4.9115  1.9177  1.1382
Se  1.7581  1.6113  2.1181
C  1.0925  3.3785  -0.9287
P  -0.4545  2.5501  -0.4297
C  -1.4161  3.9583  0.2298
C  -1.2400  2.2501  -2.0710
H  0.8616  4.1979  -1.6165
H  1.7574  2.6721  -1.4259
H  1.5984  3.7496  -0.0390
H  -1.4300  4.7889  -0.4811
H  -0.9644  4.2878  1.1663
H  -2.4348  3.6222  0.4192
H  -2.0946  2.9177  -2.1867
H  -1.6252  1.2347  -2.1241
H  -0.5295  2.4380  -2.8773


DFT (ωB97M-V/def2-TZVPD) results for 7 unconnected molecules or ions with the total composition C29H74ClN6O10 in a non-equilibrium geometry.

* maximum force: 3.33 eV/A
* HOMO: -5.86 eV
* ΔE to the lowest compared entry with this formula, charge and spin: 0.0 kcal per mole
* charge: -1
* frontier orbital gap: 8.22 eV

Cartesian coordinates (Å):
Cl  10.5489  -11.3900  -14.5859
O  10.0222  -12.6892  -14.1614
O  11.8114  -11.6477  -15.2481
O  9.6081  -10.8865  -15.5724
O  10.7006  -10.5586  -13.4189
C  9.3601  -7.0456  -14.7814
C  8.1718  -7.0867  -13.8202
C  6.8803  -6.9543  -14.5651
O  6.8328  -5.7312  -15.2833
C  6.5451  -5.8570  -16.6475
N  8.1256  -8.3339  -13.0468
H  9.1207  -7.5278  -15.7368
H  10.2575  -7.5363  -14.4034
H  9.6705  -6.0273  -15.0443
H  8.3126  -6.2661  -13.1089
H  6.0270  -6.9904  -13.8791
H  6.7992  -7.7982  -15.2660
H  6.7230  -4.8914  -17.1236
H  5.4844  -6.1001  -16.8078
H  7.1758  -6.5945  -17.1556
H  9.0358  -8.5403  -12.6596
H  7.8355  -9.0699  -13.6781
C  12.4882  -13.1552  -18.5931
C  12.5109  -14.4744  -17.8301
C  13.9204  -14.6397  -17.2679
O  13.9943  -15.7459  -16.3853
C  15.1320  -15.7035  -15.5821
N  11.5464  -14.5106  -16.7186
H  11.4903  -12.9158  -18.9616
H  13.1543  -13.2233  -19.4713
H  12.8866  -12.3021  -18.0406
H  12.2881  -15.2932  -18.5175
H  14.1806  -13.7196  -16.7265
H  14.6209  -14.7845  -18.1065
H  16.0302  -15.4007  -16.1393
H  15.3455  -16.7176  -15.2331
H  14.9612  -15.0485  -14.7197
H  11.6479  -13.6324  -16.1925
H  10.6527  -14.3147  -17.1770
C  16.2684  -11.9557  -9.1206
C  15.7338  -13.2781  -9.6370
C  15.3532  -13.2241  -11.0928
O  14.3720  -12.2305  -11.2874
C  13.7869  -12.3609  -12.5825
N  16.7855  -14.2826  -9.3770
H  15.6462  -11.0963  -9.3715
H  17.2794  -11.7577  -9.4875
H  16.2972  -11.9608  -8.0284
H  14.8750  -13.5119  -9.0067
H  14.9490  -14.2171  -11.3433
H  16.2060  -12.9476  -11.7283
H  13.1944  -13.2795  -12.5558
H  14.5373  -12.4088  -13.3817
H  13.1752  -11.4935  -12.8093
H  17.5486  -14.1547  -10.0340
H  16.4179  -15.2117  -9.5567
C  7.4340  -17.1226  -14.9918
C  8.3836  -16.1322  -15.6569
C  7.6591  -14.8761  -16.1007
O  8.3876  -14.2931  -17.1686
C  7.7516  -13.1661  -17.6827
N  9.5140  -15.8236  -14.7457
H  7.9627  -18.0384  -14.7173
H  6.5315  -17.3660  -15.5582
H  7.0566  -16.7246  -14.0366
H  8.8050  -16.6314  -16.5354
H  7.6536  -14.1508  -15.2787
H  6.6365  -15.0717  -16.4589
H  7.5042  -12.4414  -16.8975
H  6.8385  -13.4186  -18.2487
H  8.4324  -12.6681  -18.3753
H  9.2792  -16.2392  -13.8424
H  9.4968  -14.8369  -14.4924
C  13.0782  -6.8331  -13.1608
C  14.1672  -7.8534  -13.4685
C  14.6100  -8.5466  -12.2051
O  15.1838  -7.5702  -11.3371
C  15.1759  -7.9755  -9.9944
N  13.7738  -8.8583  -14.4655
H  12.1120  -7.3358  -13.0173
H  12.8901  -6.0919  -13.9421
H  13.2717  -6.2859  -12.2345
H  15.0355  -7.3039  -13.8469
H  15.4373  -9.2265  -12.4469
H  13.8115  -9.1441  -11.7509
H  15.6026  -7.1553  -9.4150
H  15.7677  -8.8810  -9.8242
H  14.1537  -8.1560  -9.6380
H  13.7991  -8.4144  -15.3748
H  12.8088  -9.1155  -14.2712
C  3.0642  -11.1067  -13.6246
C  3.9426  -12.2550  -14.0865
C  4.9946  -11.6895  -15.0508
C  6.0741  -10.8495  -14.3691
C  6.7318  -11.6288  -13.2442
C  5.7785  -12.3790  -12.3060
N  4.7044  -12.9803  -13.0788
O  3.8537  -13.7652  -12.2599
C  6.5835  -13.4828  -11.6545
C  5.2838  -11.4107  -11.2180
C  3.1566  -13.2779  -14.9199
H  3.5926  -10.1681  -13.4710
H  2.5168  -11.3104  -12.6995
H  2.2937  -10.9411  -14.3861
H  5.4822  -12.4828  -15.6195
H  4.5139  -11.0272  -15.7810
H  5.7601  -9.8625  -14.0129
H  6.8367  -10.6591  -15.1349
H  7.4167  -11.0635  -12.6082
H  7.4038  -12.3470  -13.7258
H  5.9286  -14.1264  -11.0518
H  6.9436  -14.1980  -12.4055
H  7.4123  -13.1818  -11.0195
H  4.5759  -11.8803  -10.5341
H  6.1064  -10.9943  -10.6350
H  4.8067  -10.5567  -11.7042
H  2.8944  -12.8871  -15.9017
H  2.2675  -13.5953  -14.3700
H  3.8031  -14.1406  -15.0957
H  3.8789  -14.6448  -12.6489